# 1
{
  "formula": "C26H34O8",
  "method": "ωB97M-V/def2-TZVPD",
  "elements": ["C", "C", "C", "C", "C", "C", "O", "C", "C", "C", "C", "C", "C", "C", "O", "C", "O", "C", "O", "C", "O", "C", "C", "C", "O", "O", "C", "C", "C", "C", "C", "O", "C", "C", "H", "H", "H", "H", "H", "H", "H", "H", "H", "H", "H", "H", "H", "H", "H", "H", "H", "H", "H", "H", "H", "H", "H", "H", "H", "H", "H", "H", "H", "H", "H", "H", "H", "H"],
  "coordinates": [[-4.0962, -3.3613, -0.4331], [-3.4120, -2.1537, 0.2000], [-2.0911, -1.8490, -0.5180], [-1.3387, -0.6875, 0.1289], [-2.2163, 0.5634, 0.2390], [-1.4149, 1.7070, 0.8851], [-1.1377, 1.4174, 2.2385], [-0.1414, 1.9843, 0.0754], [0.7703, 0.7608, -0.1131], [1.5110, 0.4353, 1.1816], [-0.0443, -0.4215, -0.6561], [-0.2299, -0.1247, -2.1561], [0.9063, 0.8216, -2.5637], [1.7500, 1.0813, -1.2890], [2.1866, 2.4134, -1.2920], [2.9129, 0.1058, -1.3919], [2.8379, -1.0772, -1.1717], [4.2491, 0.7012, -1.8745], [5.2534, 0.4509, -0.8951], [5.1540, 1.0948, 0.2661], [4.3481, 1.9672, 0.4810], [6.1634, 0.5905, 1.2730], [6.4783, -0.8919, 1.0467], [5.1696, -1.6346, 0.8458], [4.1956, -1.4831, 1.5340], [5.2047, -2.4474, -0.2031], [-3.5913, 0.2659, 0.9252], [-3.4800, -0.1007, 2.4169], [-4.4356, 1.5011, 0.8535], [-5.5606, 1.6130, 0.1537], [-6.1020, 0.4982, -0.6299], [-7.1105, 0.6002, -1.3099], [-5.3457, -0.7477, -0.5287], [-4.2136, -0.8826, 0.1702], [-4.2555, -3.2083, -1.4976], [-3.4681, -4.2408, -0.3088], [-5.0539, -3.5556, 0.0430], [-3.1910, -2.4037, 1.2420], [-2.3195, -1.6082, -1.5578], [-1.4569, -2.7378, -0.5108], [-1.0454, -0.9780, 1.1415], [-2.4724, 0.9043, -0.7709], [-2.0212, 2.6285, 0.8376], [-0.5142, 2.0753, 2.5647], [-0.4430, 2.3675, -0.8987], [0.4228, 2.7788, 0.5714], [0.8018, 0.2365, 1.9788], [2.1419, -0.4420, 1.0718], [2.1445, 1.2698, 1.4795], [0.5748, -1.3178, -0.5625], [-1.1918, 0.3489, -2.3465], [-0.1920, -1.0458, -2.7355], [1.5218, 0.4040, -3.3610], [0.5402, 1.7884, -2.9066], [2.7759, 2.5403, -0.5277], [4.1599, 1.7704, -2.0814], [4.5788, 0.1584, -2.7627], [5.7308, 0.7474, 2.2622], [7.0705, 1.1925, 1.1943], [6.9900, -1.2968, 1.9207], [7.0996, -1.0394, 0.1651], [4.3123, -2.7804, -0.4037], [-3.2538, 0.7820, 3.0057], [-4.4298, -0.5130, 2.7534], [-2.6931, -0.8243, 2.5960], [-4.0864, 2.3356, 1.4462], [-6.1342, 2.5290, 0.1429], [-5.7728, -1.5759, -1.0735]],
  "forces_ev_per_angstrom": [[0.090, 0.210, 0.220], [-0.033, -0.227, -0.372], [0.018, 0.080, 0.477], [0.064, -0.021, -0.336], [0.219, 0.020, 0.440], [-0.169, 0.467, -0.830], [0.011, -0.097, 0.399], [-0.102, -0.264, 0.162], [0.247, -0.064, -0.011], [-0.079, -0.148, -0.108], [-0.073, -0.004, 0.216], [0.083, -0.135, 0.023], [0.082, 0.177, 0.075], [-0.707, -0.325, 0.081], [0.145, 0.279, 0.081], [0.329, 0.378, 0.051], [-0.054, -0.056, -0.097], [-0.108, 0.191, -0.313], [0.307, -0.247, -0.032], [0.134, 0.280, 0.333], [-0.043, 0.041, -0.023], [-0.114, -0.172, -0.007], [-0.150, 0.016, -0.111], [0.176, -0.084, 0.120], [-0.098, 0.131, 0.231], [0.216, -0.493, -0.444], [-0.090, 0.170, -0.081], [-0.053, 0.002, 0.014], [-0.082, -0.088, -0.110], [-0.043, 0.377, 0.118], [-0.036, 0.049, -0.061], [0.152, 0.000, 0.125], [0.101, -0.412, -0.048], [-0.158, 0.015, 0.036], [-0.055, -0.004, -0.137], [0.044, -0.083, -0.011], [-0.133, -0.075, -0.017], [0.026, 0.057, 0.005], [-0.019, -0.015, -0.114], [0.046, -0.062, -0.058], [-0.002, -0.055, 0.035], [0.034, 0.030, 0.009], [0.087, -0.175, -0.032], [-0.004, -0.037, -0.022], [-0.060, 0.156, -0.052], [-0.023, 0.081, -0.079], [0.010, 0.000, 0.085], [0.045, -0.019, -0.002], [0.042, 0.095, 0.109], [-0.043, 0.070, 0.001], [-0.068, -0.026, -0.083], [-0.130, -0.008, -0.032], [-0.028, 0.048, -0.108], [0.016, 0.016, -0.035], [-0.018, -0.041, -0.161], [0.110, -0.271, 0.018], [-0.079, 0.055, 0.117], [0.023, 0.058, -0.131], [-0.030, 0.025, 0.005], [-0.013, -0.033, -0.036], [0.026, 0.005, 0.104], [0.061, 0.237, 0.242], [0.009, -0.013, 0.047], [-0.077, -0.075, 0.032], [0.070, -0.084, 0.096], [0.012, 0.134, 0.036], [-0.038, 0.087, 0.007], [-0.028, -0.124, -0.051]],
  "mulliken_charge": [-2.090, 1.072, -1.762, 0.071, -0.822, -0.118, -0.592, -1.626, 2.247, -2.033, -1.341, -1.244, -1.877, 1.429, -0.741, -0.170, -0.536, -0.869, -0.287, 0.617, -0.651, -0.584, -0.572, 0.549, -0.594, -0.500, 3.199, -2.079, -1.455, -1.035, -0.227, -0.652, -0.287, -0.257, 0.391, 0.472, 0.460, 0.415, 0.437, 0.414, 0.766, 0.589, 0.405, 0.497, 0.669, 0.454, 0.817, 0.293, 0.310, 1.105, 0.171, 0.580, 0.298, 0.570, 0.553, 0.489, 0.344, 0.284, 0.360, 0.348, 0.323, 0.447, 0.496, 0.427, 0.394, 0.368, 0.450, 0.421],
  "homo_lumo_gap_ev": 9.6,
  "smiles": "C[C@H]1C[C@@H]2[C@H]([C@@H](O)C[C@@]3(C)[C@@H]2CC[C@]3(O)C(=O)COC(=O)CCC(=O)O)[C@@]2(C)C=CC(=O)C=C12",
  "homo_ha": -0.339,
  "largest_force_ev_per_a": 0.97
}


# 2
{
  "formula": "C4H9NO2",
  "method": "ωB97M-V/def2-TZVPD",
  "elements": ["H", "N", "C", "C", "H", "H", "H", "H", "C", "O", "C", "O", "H", "H", "H", "H"],
  "coordinates": [[-0.8945, 1.5589, -0.6676], [-0.5893, 0.6684, -0.2676], [-1.3974, 0.2715, 0.6271], [-2.6271, 0.9895, 1.0957], [-1.1544, -0.6791, 1.1157], [-2.8950, 1.7934, 0.4026], [-3.4739, 0.3035, 1.1979], [-2.4375, 1.4265, 2.0828], [2.7689, -0.2273, -0.8771], [1.6495, -0.8996, -1.4471], [0.8584, -1.5042, -0.5621], [1.0973, -1.6595, 0.6105], [3.3202, 0.1946, -1.7178], [2.4225, 0.5662, -0.2081], [3.3933, -0.9257, -0.3151], [-0.0407, -1.8771, -1.0699]],
  "forces_ev_per_angstrom": [[-0.014, -0.037, 0.020], [-0.346, 0.067, 0.206], [0.153, 0.090, -0.121], [-0.059, 0.069, -0.015], [-0.028, 0.156, -0.018], [0.018, -0.093, 0.129], [0.120, 0.076, -0.012], [-0.058, -0.075, -0.088], [0.246, 0.126, 0.060], [-0.079, -0.148, 0.039], [0.026, -0.163, 0.273], [-0.053, 0.046, -0.489], [-0.048, -0.056, 0.139], [0.030, -0.120, -0.087], [-0.047, 0.104, -0.067], [0.140, -0.042, 0.032]],
  "mulliken_charge": [0.197, -0.481, 0.184, -1.032, 0.335, 0.301, 0.285, 0.265, -0.587, -0.285, 0.157, -0.550, 0.231, 0.271, 0.257, 0.452],
  "homo_lumo_gap_ev": 11.0,
  "smiles": "[H]/N=C\\C.COC=O",
  "homo_ha": -0.367,
  "largest_force_ev_per_a": 0.49
}


# 3
{
  "formula": "C45H40Cl3NO4PV",
  "method": "ωB97M-V/def2-TZVPD",
  "elements": ["V", "O", "C", "O", "C", "C", "C", "C", "C", "C", "P", "C", "C", "C", "C", "C", "C", "C", "C", "C", "C", "C", "C", "H", "H", "H", "H", "H", "H", "H", "H", "H", "H", "H", "H", "H", "H", "Cl", "C", "C", "C", "Cl", "C", "O", "C", "C", "O", "C", "H", "H", "H", "Cl", "C", "C", "C", "C", "C", "C", "C", "H", "H", "H", "H", "H", "H", "C", "C", "C", "C", "C", "C", "C", "C", "C", "C", "C", "C", "N", "H", "H", "H", "H", "H", "H", "H", "H", "H", "H", "H", "H", "H", "H", "H", "H", "H"],
  "coordinates": [[-0.6615, -0.2277, -0.1208], [0.2121, 1.4812, 3.0347], [0.7517, 0.6442, 2.3511], [0.1128, -0.2049, 1.5706], [2.2495, 0.4169, 2.4747], [2.7166, 0.5370, 3.7858], [4.0493, 0.3498, 4.1014], [4.9530, 0.0618, 3.0898], [4.5039, -0.0350, 1.7856], [3.1576, 0.1278, 1.4466], [2.6977, 0.0127, -0.3414], [3.5398, 1.4705, -1.0584], [4.1907, 2.4503, -0.3158], [4.6987, 3.5842, -0.9358], [4.5675, 3.7537, -2.3061], [3.9093, 2.7887, -3.0564], [3.3880, 1.6676, -2.4322], [3.8135, -1.3684, -0.8438], [3.7423, -2.5615, -0.1191], [4.4223, -3.6941, -0.5319], [5.1929, -3.6631, -1.6876], [5.2750, -2.4858, -2.4138], [4.5912, -1.3511, -1.9970], [1.9963, 0.7885, 4.5522], [4.3820, 0.4357, 5.1280], [6.0028, -0.0825, 3.3122], [5.2180, -0.2419, 0.9977], [4.2897, 2.3445, 0.7571], [5.1947, 4.3404, -0.3398], [4.9582, 4.6424, -2.7857], [3.7640, 2.9245, -4.1206], [2.8231, 0.9514, -3.0205], [3.1495, -2.6054, 0.7877], [4.3456, -4.6039, 0.0502], [5.7201, -4.5490, -2.0174], [5.8739, -2.4431, -3.3154], [4.6828, -0.4421, -2.5789], [0.6640, 4.4568, -5.6696], [0.3010, 3.1956, -4.5069], [-0.0314, 1.9324, -4.9962], [-0.3331, 0.9398, -4.0606], [-0.7445, -0.6510, -4.6343], [-0.2808, 1.1874, -2.7039], [-0.6533, 0.2638, -1.8112], [0.1373, 2.4562, -2.2154], [0.3742, 2.6338, -0.8459], [0.3585, 1.6907, 0.0377], [0.3825, 3.4789, -3.1686], [-0.0583, 1.7233, -6.0539], [0.6695, 3.6312, -0.5070], [0.6849, 4.4615, -2.8317], [-1.6936, -7.7084, 0.7300], [-1.1659, -6.0790, 0.3712], [-0.9720, -5.1834, 1.4107], [-0.5510, -3.8974, 1.1211], [-0.3304, -3.4803, -0.1943], [0.2013, -2.1252, -0.4726], [-0.5263, -4.4119, -1.2124], [-0.9424, -5.7075, -0.9412], [-1.1500, -5.4939, 2.4312], [-0.4071, -3.1864, 1.9271], [0.5639, -2.0307, -1.4975], [1.0407, -1.9595, 0.2020], [-0.3464, -4.1150, -2.2383], [-1.0895, -6.4229, -1.7390], [-3.5556, -3.3785, -0.4541], [-4.0038, -2.3391, -1.4841], [-2.9973, -2.0796, -2.5953], [-4.4781, -1.0895, -0.7697], [-5.8400, -0.8186, -0.8694], [-6.4327, 0.2365, -0.2051], [-5.6443, 1.0197, 0.6133], [-4.2777, 0.8011, 0.7599], [-3.5720, 1.6933, 1.7598], [-2.9362, 0.8849, 2.8891], [-2.6258, 2.6842, 1.0948], [-3.6686, -0.2426, 0.0235], [-2.2753, -0.4556, 0.1113], [-3.1974, -4.2911, -0.9342], [-4.3903, -3.6387, 0.2004], [-2.7527, -2.9846, 0.1690], [-4.8969, -2.7402, -1.9747], [-2.0504, -1.7111, -2.2234], [-3.3832, -1.3354, -3.2930], [-2.8109, -3.0028, -3.1481], [-6.4421, -1.4726, -1.4896], [-7.4930, 0.4296, -0.3054], [-6.0919, 1.8304, 1.1764], [-4.3686, 2.2914, 2.2156], [-2.1927, 0.1810, 2.5253], [-3.7085, 0.3235, 3.4217], [-2.4275, 1.5408, 3.5943], [-1.8633, 2.1918, 0.5008], [-2.1052, 3.2856, 1.8428], [-3.1791, 3.3516, 0.4290]],
  "forces_ev_per_angstrom": [[-0.046, 0.422, 0.261], [0.099, 0.020, 0.027], [-0.152, -0.284, -0.378], [0.259, -0.061, 0.819], [-0.029, 0.086, 0.126], [0.051, -0.003, 0.011], [-0.063, 0.015, 0.008], [0.010, -0.014, -0.025], [0.082, -0.022, -0.007], [-0.053, 0.025, -0.027], [0.038, -0.100, 0.033], [-0.081, 0.041, 0.043], [0.025, 0.032, 0.062], [0.023, 0.014, -0.035], [0.006, 0.005, 0.011], [-0.012, 0.007, 0.009], [-0.078, 0.023, -0.056], [-0.042, -0.004, 0.048], [-0.055, -0.010, 0.022], [0.034, -0.015, -0.009], [-0.029, 0.015, 0.005], [0.028, -0.043, -0.009], [0.076, 0.088, -0.048], [0.002, 0.003, 0.009], [-0.003, -0.004, 0.013], [0.015, 0.006, -0.004], [0.005, -0.007, -0.004], [-0.008, -0.004, -0.029], [-0.003, 0.010, 0.000], [0.001, 0.003, -0.001], [0.006, 0.008, -0.009], [-0.030, 0.004, 0.013], [-0.009, 0.001, 0.001], [0.001, -0.010, -0.005], [0.011, -0.007, -0.003], [0.008, -0.007, 0.002], [-0.015, -0.048, 0.027], [0.006, 0.001, 0.010], [-0.007, -0.005, -0.048], [0.029, 0.016, 0.080], [0.105, 0.082, -0.136], [0.040, 0.084, 0.010], [-0.154, -0.329, 0.490], [-0.078, -0.047, -1.415], [0.085, 0.155, -0.119], [0.079, 0.021, -0.138], [-0.583, -0.288, 0.115], [0.024, -0.030, 0.020], [-0.011, 0.007, -0.007], [0.018, -0.025, 0.026], [0.011, 0.016, -0.008], [0.006, 0.023, -0.014], [-0.022, -0.061, -0.002], [-0.012, 0.029, -0.026], [-0.030, -0.004, 0.024], [0.130, 0.025, 0.001], [-0.036, 0.127, 0.063], [0.036, 0.015, 0.002], [0.063, 0.005, 0.030], [-0.003, -0.004, 0.010], [0.015, 0.014, 0.000], [-0.045, -0.052, -0.003], [0.009, 0.006, -0.073], [0.002, 0.011, -0.028], [-0.009, -0.004, -0.007], [-0.023, 0.041, 0.015], [-0.049, -0.038, 0.162], [-0.007, -0.057, 0.038], [-0.112, 0.084, -0.110], [0.036, -0.007, -0.035], [0.015, -0.029, -0.013], [0.032, 0.028, -0.012], [-0.128, -0.008, 0.026], [0.030, -0.031, 0.022], [0.023, -0.085, 0.072], [0.116, 0.096, -0.093], [0.396, -0.167, 0.112], [-0.008, 0.163, 0.017], [-0.067, 0.071, 0.014], [-0.025, 0.010, 0.006], [-0.124, -0.031, -0.086], [0.009, -0.020, 0.028], [0.139, 0.046, 0.083], [0.000, -0.002, -0.020], [0.019, -0.038, -0.046], [-0.023, 0.013, 0.003], [-0.014, 0.002, 0.000], [-0.015, 0.005, -0.002], [0.031, -0.026, 0.027], [0.022, 0.011, -0.038], [-0.011, -0.004, -0.004], [-0.005, 0.049, 0.016], [0.040, -0.034, 0.034], [-0.012, -0.012, 0.010], [-0.020, -0.004, 0.021]],
  "mulliken_spin": [0.063, 0.000, -0.017, -0.002, 0.001, 0.001, 0.000, 0.000, 0.000, -0.004, 0.014, 0.009, 0.012, -0.006, 0.002, -0.008, 0.003, 0.000, 0.000, 0.000, 0.000, 0.000, -0.001, 0.000, 0.000, 0.000, 0.001, 0.000, 0.000, 0.000, 0.007, -0.002, 0.000, 0.000, 0.000, 0.000, 0.000, -0.002, -0.117, 0.275, -0.080, 0.000, 0.099, 0.004, 0.011, 0.420, 0.136, 0.163, 0.024, -0.023, 0.004, 0.000, 0.000, 0.000, 0.000, 0.000, -0.003, 0.000, 0.000, 0.000, 0.000, 0.000, 0.002, 0.000, 0.000, 0.001, 0.001, -0.003, 0.001, 0.000, 0.002, -0.001, 0.001, 0.001, 0.002, -0.039, 0.002, 0.001, 0.000, 0.000, 0.000, 0.000, 0.001, 0.001, 0.000, 0.000, 0.000, 0.000, 0.000, 0.003, 0.000, 0.000, 0.035, 0.001, 0.001],
  "homo_lumo_gap_ev": [5.6, 7.9],
  "spin_multiplicity": 2,
  "s2": 0.783,
  "homo_ha": [-0.114, -0.200],
  "largest_force_ev_per_a": 1.42,
  "total_charge": -1
}